No. 1
C31H51Cl2N4PPb | ωB97M-V/def2-TZVPD

The calculation puts the gap between HOMO and LUMO (alpha / beta) at 0.20558 / 0.21951 Ha. As for the LUMO energy (alpha / beta): -1.99 / -1.34 eV. As for the electronic energy: -2885.4252 a.u. For the HOMO energy (alpha / beta), the calculation gives -7.6 / -7.3 eV. The charge is 0. The calculation puts the energy relative to the best compared isomer or geometry (same formula, charge and spin) at 0.0 kJ/mol.

CARTESIAN COORDINATES (ANGSTROEM)
P 0.087 -0.933 -4.101
C 1.661 -0.314 -4.988
C 1.973 -0.779 -6.414
C 3.382 -0.333 -6.837
C 3.611 1.168 -6.628
C 3.235 1.627 -5.215
C 1.803 1.208 -4.861
C -1.330 -0.052 -4.964
C -1.188 0.120 -6.475
C -2.507 0.630 -7.064
C -2.925 1.952 -6.410
C -2.950 1.874 -4.880
C -1.651 1.298 -4.296
C -0.049 -2.651 -4.846
C 1.118 -3.525 -4.364
C 1.077 -4.882 -5.077
C -0.249 -5.612 -4.839
C -1.452 -4.728 -5.188
C -1.381 -3.343 -4.528
H 2.407 -0.763 -4.307
H 1.242 -0.355 -7.118
H 1.908 -1.873 -6.502
H 3.547 -0.596 -7.890
H 4.117 -0.892 -6.241
H 4.661 1.411 -6.825
H 3.003 1.723 -7.356
H 3.915 1.166 -4.485
H 3.339 2.715 -5.123
H 1.572 1.527 -3.835
H 1.097 1.714 -5.540
H -2.181 -0.731 -4.766
H -3.283 -0.129 -6.891
H -0.899 -0.822 -6.964
H -0.401 0.861 -6.685
H -2.399 0.753 -8.148
H -3.912 2.251 -6.778
H -2.212 2.730 -6.718
H -3.145 2.864 -4.452
H -3.776 1.219 -4.570
H -1.752 1.177 -3.205
H -0.822 2.003 -4.470
H 0.018 -2.518 -5.941
H 2.093 -3.045 -4.534
H 1.023 -3.661 -3.275
H 1.194 -4.707 -6.156
H 1.923 -5.498 -4.752
H -0.315 -5.916 -3.786
H -0.279 -6.531 -5.435
H -2.386 -5.226 -4.904
H -1.480 -4.589 -6.279
H -2.238 -2.740 -4.857
H -1.460 -3.430 -3.434
Pb 0.087 -0.231 -0.818
Cl -1.583 -2.245 -1.178
Cl 2.480 -1.005 -1.732
C -0.611 1.588 0.416
H -1.009 1.483 1.435
C -0.586 2.920 -0.005
C -1.294 3.942 0.749
C -1.292 5.261 0.330
C -0.551 5.654 -0.804
C 0.141 4.695 -1.562
C 0.095 3.355 -1.215
H -1.870 3.636 1.634
H -1.881 6.006 0.874
H 0.712 5.011 -2.435
H 0.583 2.609 -1.854
H -0.525 6.700 -1.102
C 1.396 -0.750 2.243
N 0.393 -1.453 1.381
C -0.892 -1.550 2.157
N -0.699 -2.266 3.432
C 0.327 -1.570 4.238
N 1.615 -1.466 3.516
C 2.073 -2.840 3.210
N 1.083 -3.580 2.396
C 0.865 -2.855 1.129
C -0.183 -3.623 3.161
H 1.030 0.264 2.459
H 2.347 -0.697 1.695
H -1.620 -2.083 1.536
H -1.256 -0.535 2.369
H 0.490 -2.139 5.163
H -0.029 -0.564 4.493
H 3.024 -2.789 2.664
H 2.225 -3.378 4.156
H 0.099 -3.369 0.536
H 1.805 -2.815 0.563
H 0.007 -4.120 4.122
H -0.931 -4.194 2.599

=====

No. 2
C31H51F2I2N2O15 | ωB97M-V/def2-TZVPD

The calculation puts the gap between HOMO and LUMO at 0.23716 Ha. As for the LUMO energy: -5.48 eV. As for the electronic energy: -3244.2340 a.u. For the HOMO energy, the calculation gives -11.9 eV. The charge is +1.

CARTESIAN COORDINATES (ANGSTROEM)
C 3.880 5.254 1.982
C 3.451 3.694 1.718
C 4.411 2.940 0.575
F 5.581 2.253 1.175
N 3.515 1.824 0.001
C 3.097 0.738 0.969
C 2.110 -0.485 0.491
C 1.622 -1.687 1.544
C 2.756 -2.043 2.685
C 4.063 -2.859 2.038
F 4.819 -3.631 3.071
C 1.595 -0.428 -1.099
C 0.581 -1.659 -1.549
O 0.841 -2.564 -2.496
O -0.695 -1.772 -0.786
C -1.491 -0.535 -0.896
C -1.795 0.116 0.613
O -1.929 -0.666 1.720
N -1.953 1.606 0.831
C -0.755 2.214 1.543
C -3.151 1.885 1.722
C 2.083 0.788 -2.138
C 1.609 0.822 -3.707
I 2.803 -0.734 -4.763
C 1.681 2.293 -4.426
C 2.468 2.266 -5.898
I -0.421 2.976 -4.739
C 3.089 1.920 -1.447
H 4.015 5.501 3.118
H 3.033 5.936 1.529
H 4.851 5.451 1.330
H 2.367 3.719 1.218
H 3.398 3.023 2.680
H 4.686 3.659 -0.324
H 3.454 0.724 2.107
H 1.482 -2.674 0.901
H 0.583 -1.430 2.063
H 3.090 -1.107 3.334
H 2.269 -2.817 3.451
H 4.835 -2.081 1.568
H 3.699 -3.560 1.166
H -1.056 0.255 -1.651
H -2.557 -0.864 -1.320
H -0.886 2.337 2.699
H -0.635 3.312 1.100
H 0.246 1.616 1.315
H -4.009 1.120 1.403
H -3.533 3.000 1.661
H -2.958 1.671 2.868
H 0.465 0.485 -3.757
H 2.180 3.137 -3.787
H 1.917 1.555 -6.660
H 2.383 3.364 -6.355
H 3.621 2.054 -5.794
H 3.501 2.856 -2.063
C 8.739 6.340 6.361
O 8.946 5.048 5.794
C 8.052 4.712 4.830
O 7.129 5.406 4.435
O 8.364 3.470 4.382
C 7.500 2.982 3.357
H 9.510 6.504 7.120
H 8.838 7.118 5.597
H 7.760 6.396 6.848
H 7.550 3.625 2.472
H 6.472 2.904 3.724
H 7.842 1.982 3.075
C -6.156 -5.965 0.332
O -5.333 -5.306 1.293
C -4.111 -4.944 0.827
O -3.690 -5.135 -0.303
O -3.440 -4.333 1.835
C -2.129 -3.895 1.486
H -7.108 -6.209 0.813
H -6.359 -5.307 -0.519
H -5.690 -6.898 0.000
H -2.170 -3.154 0.681
H -1.501 -4.745 1.200
H -1.685 -3.421 2.367
C -2.641 -5.384 -2.840
O -2.435 -6.676 -3.407
C -3.329 -7.012 -4.371
O -4.252 -6.318 -4.766
O -3.017 -8.255 -4.819
C -3.880 -8.743 -5.844
H -1.871 -5.221 -2.082
H -2.543 -4.607 -3.605
H -3.621 -5.328 -2.353
H -3.831 -8.099 -6.729
H -4.909 -8.821 -5.478
H -3.539 -9.742 -6.126
C -7.209 0.706 0.483
O -6.786 2.020 0.123
C -7.655 2.685 -0.680
O -8.721 2.257 -1.094
O -7.132 3.910 -0.942
C -7.945 4.727 -1.782
H -6.440 0.268 1.125
H -8.147 0.744 1.047
H -7.315 0.077 -0.406
H -8.912 4.925 -1.309
H -8.080 4.259 -2.762
H -7.430 5.682 -1.925

=====

No. 3
C31H51N4OSSbTi | ωB97M-V/def2-TZVPD

The calculation puts the gap between HOMO and LUMO at 0.24078 Ha. As for the LUMO energy: -7.16 eV. As for the electronic energy: -2993.5713 a.u. For the HOMO energy, the calculation gives -13.7 eV. The charge is +2.

CARTESIAN COORDINATES (ANGSTROEM)
Ti -0.040 -0.152 0.739
C -4.055 3.967 -1.403
C -4.149 3.188 -0.102
N -3.664 1.807 -0.247
C -2.387 1.478 -0.183
S -1.972 -0.243 -0.467
N -1.461 2.372 0.058
N -0.222 1.814 0.062
C 0.804 2.535 -0.224
C 0.676 3.982 -0.531
C 2.072 1.777 -0.240
C 3.299 2.338 -0.532
C 4.429 1.529 -0.574
C 4.300 0.175 -0.321
C 3.043 -0.319 -0.024
N 1.953 0.452 0.015
H -4.455 4.971 -1.263
H -4.629 3.483 -2.193
H -3.018 4.056 -1.728
H -5.178 3.125 0.247
H -3.562 3.660 0.685
H -4.326 1.076 -0.459
H 0.037 4.114 -1.406
H 1.630 4.465 -0.709
H 0.166 4.474 0.299
H 3.382 3.396 -0.733
H 5.394 1.960 -0.804
H 5.148 -0.494 -0.343
H 2.911 -1.366 0.208
C -3.393 0.077 2.861
C -2.710 -1.002 3.703
C -2.381 -2.262 2.908
C -1.524 -0.457 4.464
C -1.605 -0.423 5.850
C -0.603 0.137 6.620
C 0.488 0.705 5.997
C 0.637 0.691 4.612
C 1.842 1.403 4.035
C 2.854 0.436 3.425
C 1.450 2.550 3.105
C -0.373 0.070 3.864
O -0.244 -0.018 2.471
H -4.204 -0.356 2.272
H -2.694 0.560 2.179
H -3.814 0.852 3.503
H -3.434 -1.296 4.465
H -1.900 -2.020 1.957
H -3.294 -2.809 2.674
H -1.730 -2.933 3.473
H -2.485 -0.834 6.329
H -0.683 0.153 7.699
H 1.259 1.178 6.593
H 2.346 1.862 4.887
H 2.475 -0.029 2.518
H 3.101 -0.359 4.129
H 3.778 0.962 3.170
H 0.895 2.194 2.238
H 2.338 3.084 2.759
H 0.809 3.263 3.626
C -2.776 -3.916 -0.137
C -1.572 -3.863 -1.069
C -1.220 -5.249 -1.608
Sb 0.157 -2.890 -0.212
C 1.530 -2.910 -1.896
C 2.432 -4.140 -1.909
C 0.766 -2.721 -3.204
C 0.974 -4.047 1.430
C 2.308 -3.472 1.895
C 1.037 -5.550 1.184
H -3.565 -4.504 -0.609
H -3.178 -2.925 0.068
H -2.536 -4.397 0.813
H -1.796 -3.205 -1.912
H -1.028 -5.958 -0.807
H -0.360 -5.250 -2.277
H -2.074 -5.628 -2.173
H 2.140 -2.014 -1.761
H 1.861 -5.052 -2.085
H 2.981 -4.268 -0.976
H 3.163 -4.054 -2.716
H 0.159 -3.588 -3.468
H 1.484 -2.570 -4.013
H 0.114 -1.845 -3.176
H 0.242 -3.851 2.219
H 3.108 -3.624 1.167
H 2.616 -3.978 2.813
H 2.237 -2.408 2.134
H 1.686 -5.805 0.345
H 0.052 -5.969 0.999
H 1.438 -6.045 2.072

=====

No. 4
C31H51O11PS2 | ωB97M-V/def2-TZVPD

The calculation puts the gap between HOMO and LUMO at 0.29340 Ha. As for the LUMO energy: 0.31 eV. As for the electronic energy: -3176.4348 a.u. For the HOMO energy, the calculation gives -7.7 eV. The charge is 0.

CARTESIAN COORDINATES (ANGSTROEM)
C 3.411 -1.448 4.333
C 2.361 -0.314 3.695
S 0.653 -1.076 3.774
C -0.278 -0.674 2.151
C -1.397 -1.806 1.769
C -2.721 -1.807 2.791
C -2.920 -0.435 3.648
C -3.444 0.869 2.806
C -3.459 2.191 3.831
C -5.057 0.601 2.456
O -0.753 -3.130 2.054
S 0.538 -3.470 1.024
O 1.937 -3.360 1.748
O 0.423 -5.007 0.674
C 0.576 -2.576 -0.613
C 2.060 -1.840 -0.792
C 2.195 -0.930 -2.144
C 2.721 0.602 -1.921
C 2.815 1.574 -3.279
C 3.379 3.142 -3.194
C 3.875 3.757 -1.757
C 3.780 2.858 -0.384
C 3.209 1.291 -0.519
C 0.526 -3.719 -1.833
O -0.851 -4.296 -1.990
O -1.159 -4.302 -3.265
C -0.682 -1.571 -0.901
C -1.857 -1.859 0.202
P -3.326 -0.735 -0.276
C -4.863 -1.853 -0.465
C -2.959 0.300 -1.838
H 2.744 -2.065 5.106
H 3.808 -2.196 3.518
H 4.275 -0.965 4.962
H 2.658 -0.021 2.601
H 2.460 0.623 4.410
H 0.606 -0.598 1.352
H -0.711 0.438 2.202
H -2.578 -2.678 3.597
H -3.722 -2.116 2.217
H -3.777 -0.666 4.448
H -1.998 -0.087 4.281
H -2.810 1.145 1.862
H -3.884 1.787 4.850
H -2.383 2.646 3.901
H -4.268 2.968 3.424
H -5.424 1.330 1.589
H -5.188 -0.495 2.009
H -5.745 0.679 3.405
H 2.325 -1.295 0.208
H 2.833 -2.745 -0.884
H 3.013 -1.467 -2.828
H 1.226 -0.872 -2.809
H 2.505 1.168 -4.332
H 3.468 3.845 -4.144
H 4.318 4.853 -1.639
H 4.120 3.234 0.676
H 3.196 0.680 0.478
H 1.352 -4.543 -1.720
H 0.741 -3.193 -2.883
H -1.999 -3.731 -3.307
H -0.280 -0.465 -0.705
H -1.007 -1.688 -2.021
H -2.224 -2.978 0.003
H -5.784 -1.249 -0.057
H -5.009 -2.109 -1.598
H -4.701 -2.823 0.205
H -3.920 0.900 -2.165
H -2.649 -0.349 -2.786
H -2.046 1.047 -1.670
C 2.894 -4.480 -6.945
C 3.605 -3.142 -6.948
C 5.073 -3.236 -6.662
O 5.359 -1.950 -6.142
C 4.202 -1.505 -5.564
O 4.120 -0.519 -4.854
O 3.149 -2.317 -5.888
H 1.810 -4.336 -7.008
H 3.216 -5.097 -7.789
H 3.084 -5.029 -6.017
H 3.409 -2.615 -7.890
H 5.664 -3.433 -7.561
H 5.324 -3.980 -5.897
C -2.053 8.108 3.190
C -2.255 6.644 3.525
C -1.515 6.196 4.748
O -1.363 4.807 4.513
C -1.341 4.649 3.154
O -1.038 3.617 2.583
O -1.703 5.808 2.521
H -2.490 8.339 2.212
H -2.518 8.751 3.943
H -0.989 8.358 3.124
H -3.327 6.420 3.595
H -2.077 6.375 5.669
H -0.518 6.639 4.844

=====

Number 2 is which compound?
C31H51F2I2N2O15